No. 1
# C21H28BF25N2O6P2S3

The molecule C21H28BF25N2O6P2S3 at a distorted geometry (ωB97M-V/def2-TZVPD, OMol25).

Element x y z (Å)
1 C 1.499 -2.013 3.041
2 C 0.258 -1.795 2.195
3 O 0.451 -0.669 1.364
4 C -0.489 -0.479 0.350
5 C -1.341 0.796 0.645
6 C -2.119 0.388 1.942
7 C -3.347 1.237 2.271
8 C -3.593 1.399 3.760
9 F -3.251 0.208 4.365
10 F -4.903 1.574 4.030
11 C -2.722 2.459 4.494
12 F -2.700 2.132 5.798
13 F -1.470 2.423 4.070
14 S -3.356 4.253 4.419
15 F -2.143 4.722 3.541
16 F -2.519 4.602 5.727
17 F -4.586 3.833 5.330
18 F -4.190 3.953 3.104
19 F -3.924 5.728 4.409
20 C -0.637 2.125 1.071
21 O -1.440 3.072 1.066
22 O 0.518 2.115 1.444
23 C -2.396 0.994 -0.462
24 C -2.016 0.686 -1.914
25 P -1.389 2.286 -2.861
26 S -0.845 3.811 -1.828
27 C -3.338 0.309 -2.631
28 F -3.649 -1.006 -2.418
29 F -3.149 0.399 -3.986
30 C -4.635 1.141 -2.331
31 F -4.392 2.457 -2.271
32 F -5.405 0.967 -3.435
33 C -5.574 0.750 -1.118
34 F -5.430 1.656 -0.162
35 F -5.332 -0.449 -0.615
36 F -6.831 0.792 -1.513
37 N -1.111 -0.522 -2.013
38 B -0.836 -1.001 -3.472
39 O -1.621 -1.988 -3.983
40 O 0.145 -0.475 -4.218
41 C 0.100 -0.570 -1.084
42 C 0.784 -1.909 -1.433
43 C 1.868 -2.424 -0.460
44 C 3.054 -3.076 -1.205
45 C 4.341 -2.915 -0.378
46 C 5.626 -3.041 -1.186
47 F 6.601 -3.682 -0.507
48 F 5.381 -3.823 -2.289
49 C 6.136 -1.697 -1.788
50 F 5.053 -0.976 -2.131
51 F 6.823 -1.902 -2.906
52 S 7.214 -0.630 -0.635
53 F 6.108 0.513 -0.544
54 F 6.568 -1.304 0.648
55 F 8.336 -1.735 -0.710
56 F 7.826 0.114 -1.895
57 F 8.145 0.221 0.305
58 P 1.327 0.853 -1.368
59 N 2.421 0.700 -0.105
60 O 2.215 0.275 -2.636
61 H 1.184 -2.512 3.958
62 H 1.920 -1.055 3.335
63 H 2.226 -2.669 2.568
64 H -0.588 -1.660 2.876
65 H 0.014 -2.697 1.620
66 H -1.202 -1.326 0.425
67 H -1.380 0.423 2.738
68 H -2.428 -0.658 1.876
69 H -3.365 2.192 1.759
70 H -4.236 0.690 1.949
71 H -3.157 0.239 -0.227
72 H -2.811 1.996 -0.363
73 H -0.384 1.826 -3.723
74 H -2.469 2.655 -3.663
75 H -1.678 -1.283 -1.617
76 H -1.943 -2.631 -3.343
77 H -0.071 -0.535 -5.158
78 H 0.044 -2.720 -1.514
79 H 1.319 -1.797 -2.376
80 H 2.261 -1.673 0.210
81 H 1.444 -3.211 0.160
82 H 2.875 -4.143 -1.324
83 H 3.205 -2.628 -2.184
84 H 4.339 -1.916 0.056
85 H 4.373 -3.619 0.450
86 H 2.668 1.632 0.207
87 H 3.254 0.197 -0.395
88 H 2.463 1.019 -3.193

Values from the calculation:
structure (SMILES) = CCO[C@H]1[C@@](CCC(F)(F)C(F)(F)S(F)(F)(F)(F)F)(C(=O)[O-])C[C@]([PH2]=S)(C(F)(F)C(F)(F)C(F)(F)F)[N@@H+](B(O)O)[C@@]1(CCCCC(F)(F)C(F)(F)S(F)(F)(F)(F)F)P(N)O
gap between HOMO and LUMO = 7.07 eV
LUMO level = -0.78 eV

No. 2
# C7H10Br2N2S2

The molecule C7H10Br2N2S2 at a distorted geometry (ωB97M-V/def2-TZVPD, OMol25).

Element x y z (Å)
1 C -0.412 -0.240 -2.591
2 C -1.289 -0.356 -1.310
3 C -0.401 -0.159 -0.111
4 C -1.110 -0.266 1.253
5 C -0.353 0.213 2.456
6 C 0.914 -1.131 -0.089
7 S 0.826 -2.676 0.263
8 N 1.956 -0.281 -0.095
9 Br 3.680 -0.786 0.088
10 C 1.630 1.100 -0.073
11 S 2.706 2.271 0.084
12 N 0.307 1.165 -0.195
13 Br -0.532 2.802 0.236
14 H -0.119 0.913 -2.697
15 H -0.822 -0.828 -3.456
16 H 0.620 -0.689 -2.390
17 H -1.597 -1.482 -1.321
18 H -2.109 0.316 -1.311
19 H -2.048 0.385 1.402
20 H -1.411 -1.339 1.454
21 H 0.677 -0.236 2.723
22 H -1.075 0.040 3.267
23 H -0.036 1.262 2.412

Values from the calculation:
structure (SMILES) = CCC1(CC)C(=S)N(Br)C(=S)N1Br
gap between HOMO and LUMO = 8.07 eV
LUMO level = -0.65 eV
energy relative to the best compared isomer or geometry (same formula, charge and spin) = 6.99 kcal per mole

No. 3
# C2H4NPS

The molecule C2H4NPS at a distorted geometry (ωB97M-V/def2-TZVPD, OMol25).

Element x y z (Å)
1 C 1.289 0.344 0.094
2 C -1.006 -0.461 0.705
3 N 1.592 0.599 1.312
4 P 1.215 0.175 2.772
5 S -0.848 -0.234 2.464
6 H 1.756 -0.317 -0.599
7 H 1.017 1.341 -0.400
8 H -1.656 0.313 0.242
9 H -1.342 -1.504 0.409

Values from the calculation:
gap between HOMO and LUMO (alpha / beta) = 6.26 / 6.64 eV
LUMO level (alpha / beta) = 0.15 / -2.31 eV
2S+1 = 3
energy relative to the best compared isomer or geometry (same formula, charge and spin) = 52.19 kcal per mole

No. 4
# C6H18OP

The ion C6H18OP with charge -1 (ωB97M-V/def2-TZVPD, OMol25).

Element x y z (Å)
1 C -1.793 1.725 -0.926
2 O -0.768 1.198 -1.732
3 C -1.063 -0.045 -2.331
4 C 0.007 -1.124 -2.031
5 C 0.881 -0.875 -0.795
6 C 0.191 -1.290 0.509
7 C 1.007 -0.978 1.758
8 P 0.990 0.869 2.301
9 H -1.486 2.727 -0.629
10 H -1.931 1.128 -0.018
11 H -2.744 1.788 -1.477
12 H -2.052 -0.396 -2.006
13 H -1.127 0.120 -3.415
14 H -0.509 -2.080 -1.869
15 H 0.630 -1.263 -2.921
16 H 1.796 -1.474 -0.901
17 H 1.188 0.169 -0.732
18 H -0.033 -2.368 0.440
19 H -0.782 -0.778 0.580
20 H 0.614 -1.537 2.618
21 H 2.059 -1.267 1.610
22 H -0.288 0.617 3.059
23 H 0.192 1.255 1.112
24 H 2.253 1.133 1.540
25 H 1.793 0.475 3.498
26 H 0.973 2.272 2.758

Values from the calculation:
charge = -1
gap between HOMO and LUMO = 6.40 eV
LUMO level = 3.59 eV
energy relative to the best compared isomer or geometry (same formula, charge and spin) = 0.00 kcal per mole

No. 5
# C10H30O5

A cluster of 5 separate species, C10H30O5 in total at a distorted geometry (ωB97M-V/def2-TZVPD, OMol25).

Element x y z (Å)
1 C 4.199 1.561 -3.523
2 C 2.951 1.230 -2.669
3 O 2.528 -0.083 -2.866
4 H 5.073 0.920 -3.408
5 H 4.547 2.516 -3.128
6 H 3.972 1.564 -4.589
7 H 2.069 1.819 -2.921
8 H 3.098 1.331 -1.594
9 H 1.649 -0.014 -2.486
10 C -1.468 -0.658 4.267
11 C -0.284 0.316 4.586
12 O -0.411 1.550 3.820
13 H -2.453 -0.203 4.158
14 H -1.561 -1.518 4.930
15 H -1.139 -1.047 3.304
16 H 0.633 -0.182 4.271
17 H -0.122 0.500 5.648
18 H -1.042 2.110 4.279
19 C 0.075 -5.051 -1.028
20 C -0.681 -5.224 -2.344
21 O -0.240 -6.356 -3.098
22 H -0.526 -4.316 -0.493
23 H 1.135 -4.813 -1.107
24 H 0.087 -5.908 -0.354
25 H -0.526 -4.292 -2.888
26 H -1.741 -5.425 -2.183
27 H 0.378 -6.119 -3.793
28 C -1.986 4.454 0.230
29 C -1.167 3.756 1.313
30 O -1.548 4.447 2.441
31 H -1.980 3.710 -0.567
32 H -1.627 5.414 -0.141
33 H -3.022 4.629 0.518
34 H -0.078 3.752 1.271
35 H -1.547 2.744 1.453
36 H -0.737 4.791 2.821
37 C -0.752 -1.114 -0.190
38 C -1.033 0.220 -0.813
39 O 0.183 0.900 -0.937
40 H -1.646 -1.706 0.006
41 H -0.299 -0.944 0.786
42 H -0.204 -1.636 -0.975
43 H -1.619 0.871 -0.165
44 H -1.531 0.273 -1.781
45 H 0.392 1.231 -0.060

Values from the calculation:
structure (SMILES) = CCO.CCO.CCO.CCO.CCO
gap between HOMO and LUMO = 10.21 eV
LUMO level = 0.56 eV
energy relative to the best compared isomer or geometry (same formula, charge and spin) = 45.45 kcal per mole

No. 6
# C5H10N2

A structure of composition C5H10N2 (ωB97M-V/def2-TZVPD, OMol25).

Element x y z (Å)
1 C -1.597 -0.797 0.089
2 N -0.930 0.482 -0.101
3 C -1.466 1.547 0.467
4 C -1.328 2.304 -0.664
5 H -2.052 1.591 1.389
6 H -2.261 2.692 -1.090
7 H -2.257 -1.006 -0.758
8 H -2.208 -0.821 1.003
9 H -0.839 -1.579 0.124
10 C 2.031 -0.516 0.951
11 C 1.665 -0.702 -1.337
12 N 1.848 -1.311 -0.248
13 H 1.249 -0.776 1.669
14 H 2.001 0.568 0.774
15 H 2.986 -0.784 1.408
16 H 1.493 -1.282 -2.241
17 H 1.667 0.389 -1.435

Values from the calculation:
gap between HOMO and LUMO = 9.07 eV
LUMO level = 0.37 eV
energy relative to the best compared isomer or geometry (same formula, charge and spin) = 132.53 kcal per mole